A structure of composition C28H49GeN6SSeSiY, computed with ωB97M-V/def2-TZVPD.

LUMO level ... -6.24 eV
E_HOMO ... -12.80 eV
Electronic energy ... -6628.9857 Ha
Total charge ... +2
Frontier orbital gap ... 6.5672 eV

Structure (XYZ):
```
88
Properties=species:S:1:pos:R:3:mulliken_charge:R:1
H -0.25509 2.54671 3.28284 0.54
C 5.58993 -3.14502 3.93490 -1.13
C 6.40994 -1.58290 1.21331 -1.17
C -3.66747 2.81166 -2.56763 0.07
C 3.53714 -1.16154 2.50655 -1.18
H 3.67094 1.69882 -0.15029 0.20
C -0.90606 -0.18813 3.14875 -0.90
C 0.35041 -3.31437 -0.42085 -1.14
H 4.76697 -3.61568 4.47175 0.36
H 1.91196 4.37153 -2.07653 0.54
C -0.71766 -3.09362 0.65348 -1.00
C 1.97875 -0.26189 -3.97037 -0.90
C 1.43785 4.11464 -1.13620 -1.89
H -1.68476 -2.21365 3.15127 0.55
H -1.41816 1.18291 -5.40064 0.27
C 1.77718 -3.09258 -3.01746 -2.16
Se 2.86697 -0.48096 0.78903 0.31
C 1.10114 2.66463 -1.01664 0.07
H 4.91336 0.96447 0.87589 0.46
H -2.28952 -1.22238 1.82876 0.36
H 4.91169 -4.66517 0.89873 0.47
H -0.84068 -4.00336 1.24686 0.55
C -3.30156 1.50207 -2.83576 0.04
H 6.03355 -1.21794 0.25702 0.33
H 2.52722 1.33025 -5.29593 0.50
H 1.20405 -3.18021 -3.94394 0.43
C -3.33820 3.42981 -1.36014 -1.43
H -4.76221 1.65688 -6.53827 0.34
C 1.47702 -0.55611 -2.71007 0.42
H -5.06906 -1.14409 -5.33288 0.38
C 2.15494 1.06997 -4.31454 -1.12
C 1.38337 1.70494 -2.14940 0.98
H -3.63808 4.44410 -1.14055 0.47
H -4.21987 3.37543 -3.30902 0.46
H -2.21977 -0.06141 -6.36228 0.45
C -4.80948 -0.74550 -4.35018 -1.03
Y -0.35044 -0.07277 -0.10757 -0.25
H 2.03172 3.10553 -3.65911 0.44
C 3.85438 1.19366 0.79573 -1.11
H 3.35521 -4.36274 1.66554 0.33
H -0.00372 -4.08083 -1.11192 0.61
H 0.52532 4.70789 -1.03854 0.36
H 2.81793 -2.91622 -3.29153 0.47
H 1.40963 3.07270 1.69667 0.45
H 1.27804 -3.67880 0.03511 0.31
H 6.81905 -0.74655 1.78081 0.35
H -4.34582 -1.54260 -3.77094 0.32
S -2.13112 -0.85331 -1.93648 -0.46
H 0.49405 -2.13758 2.00119 0.02
H 3.54002 1.81943 1.62831 0.31
H -0.26251 -0.45668 3.98935 0.42
H -0.02185 3.88591 1.08783 0.50
H -1.51363 2.28060 2.08156 0.52
C -2.05391 0.29483 -5.34394 -0.88
H 5.98776 -2.33451 4.54441 0.38
C -1.39563 -1.45102 2.42343 -0.56
C -4.53524 2.05128 -5.54597 -1.13
H -1.76699 0.33727 3.56190 0.38
H 3.85048 -0.28963 3.08130 0.59
H 3.81568 -3.47635 0.18664 0.21
C 1.25359 -1.95712 -2.20428 0.18
N 0.60310 2.13873 0.03609 1.70
H 1.71649 -4.03616 -2.48444 0.52
H -2.31142 3.16269 0.48644 0.34
H 2.10691 4.41274 -0.32631 0.34
C 0.41466 2.90103 1.27035 -1.39
N -2.24128 1.43085 -0.65477 -0.29
H 2.70909 -1.62690 3.04506 0.48
N -0.35755 -1.92615 1.48640 -0.36
C -0.45303 2.14005 2.28689 -1.09
H 6.37658 -3.88628 3.79919 0.37
C 1.87270 2.07178 -3.39371 -1.34
N -0.17833 0.69640 2.20999 0.16
Si -3.68830 0.72783 -4.53737 0.22
N 1.17642 0.41825 -1.84974 1.28
C -2.61251 0.83132 -1.80662 0.67
C -2.60696 2.71001 -0.45101 -0.08
C 4.18022 -3.89135 1.12884 -1.08
N 0.63223 -2.04472 -1.09495 1.22
H -1.52376 -0.47987 -4.78990 0.16
H 2.21994 -1.04636 -4.67234 0.63
H -5.73922 -0.45719 -3.85602 0.34
H 0.82230 0.55085 2.33535 -0.07
H -5.48430 2.36306 -5.10603 0.35
H -1.67673 -2.87595 0.17669 0.43
H -3.91141 2.93678 -5.68242 0.32
H 7.22543 -2.27738 1.01465 0.41
Ge 4.99927 -2.48241 2.20761 0.46
```